ORCA calculation (ωB97M-V/def2-TZVPD) on C25H26O4 in the gas phase at a distorted geometry.

Values from the calculation:
LUMO energy, eV: 0.69
Energy relative to the best compared isomer or geometry (same formula, charge and spin), kJ/mol: 0.00
SMILES: CCOC(=O)[C@@H](c1ccccc1)C(c1ccc(OC)cc1)c1ccc(OC)cc1

```
! wB97M-V def2-TZVPD RIJCOSX def2/J DEFGRID3
* xyz 0 1
C -4.35770 0.01013 2.26500
C -3.41065 -1.11869 1.94110
O -2.07636 -0.55466 1.85709
C -1.09744 -1.46905 1.60210
O -1.31412 -2.68933 1.57786
C 0.21623 -0.72716 1.24725
C 1.42384 -1.37318 1.82354
C 1.47842 -2.78853 1.76452
C 2.70705 -3.45114 1.82060
C 3.89398 -2.74585 2.10103
C 3.80954 -1.36335 2.35319
C 2.58825 -0.66924 2.27041
C 0.07624 -0.71244 -0.54408
C -1.23712 -0.19542 -0.98464
C -2.29580 -0.96019 -1.54744
C -3.51628 -0.35892 -1.79215
C -3.73209 1.00461 -1.53954
O -5.00745 1.44267 -1.67799
C -5.36475 2.82562 -1.59036
C -2.65060 1.78480 -1.08135
C -1.44502 1.18037 -0.79088
C 1.30365 -0.17333 -1.11643
C 2.47497 -0.97517 -1.06445
C 3.73794 -0.41958 -1.23070
C 3.87590 0.94498 -1.55164
O 5.12325 1.46853 -1.44111
C 5.34866 2.85234 -1.70865
C 2.71139 1.67266 -1.90031
C 1.45385 1.10501 -1.73367
H -5.41082 -0.32919 2.17425
H -4.21128 0.35560 3.30778
H -4.19193 0.86809 1.58857
H -3.43856 -1.90155 2.71492
H -3.62260 -1.57402 0.96201
H 0.15593 0.34804 1.55776
H 0.56550 -3.35103 1.60606
H 2.74184 -4.50865 1.57519
H 4.86613 -3.26438 2.09601
H 4.73431 -0.80661 2.53053
H 2.57009 0.40072 2.48210
H 0.12660 -1.78206 -0.33419
H -2.12710 -2.01561 -1.83222
H -4.36486 -0.94539 -2.12649
H -6.43963 2.83157 -1.77580
H -5.17219 3.24519 -0.59591
H -4.86046 3.42851 -2.35466
H -2.76878 2.84500 -0.90383
H -0.59128 1.75992 -0.41481
H 2.38318 -2.05428 -0.88449
H 4.61407 -1.01780 -1.03105
H 6.41219 2.97066 -1.53374
H 5.11328 3.10049 -2.74688
H 4.79374 3.50590 -1.03103
H 2.81306 2.69135 -2.24817
H 0.59180 1.65300 -2.11019
*
```

Here are the natural (NBO) charges for atoms 1 to 4, given in e:
1. C -0.629
2. C -0.079
3. O -0.516
4. C 0.820

=====

ORCA calculation (ωB97M-V/def2-TZVPD) on C6H19O7Pd as an isolated structure at a distorted geometry.

Values from the calculation:
LUMO energy (spin up / spin down), eV: -2.58 / -3.41
Energy relative to the best compared isomer or geometry (same formula, charge and spin), kJ/mol: 123.85

```
! wB97M-V def2-TZVPD RIJCOSX def2/J DEFGRID3
* xyz 1 3
Pd 0.30023 0.07557 0.46733
O 0.96276 1.10358 2.19318
H 0.54099 1.93424 1.89881
C -1.33528 -1.52311 2.46759
C -0.52255 -2.52574 1.80407
O 0.67724 -1.90995 1.45353
O -1.70900 -0.51611 1.51155
H -0.82574 -1.10639 3.33639
H -2.25426 -1.98810 2.82448
H -0.94124 -2.91513 0.87608
H -0.16449 -3.29763 2.48531
H 1.42822 -2.43418 1.74131
H -2.43687 -0.08762 1.96785
C -0.99067 2.69860 -0.96345
C 0.47684 2.96604 -0.78169
O 1.10880 1.70517 -0.59617
O -1.41189 1.98047 0.16488
H -1.25269 2.03792 -1.78985
H -1.56566 3.62460 -0.96682
H 0.72911 3.50586 0.13104
H 0.85072 3.45521 -1.68114
H 2.02658 1.98634 -0.58172
H -2.29329 2.32529 0.32571
C 0.35770 -0.82981 -2.41615
C 1.53989 -1.68458 -1.71961
O 1.95840 -0.88047 -0.66298
O -0.57704 -0.58965 -1.38537
H -0.07063 -1.44215 -3.20968
H 0.55077 0.15209 -2.84825
H 2.21502 -1.75445 -2.57250
H 1.20205 -2.64634 -1.33362
H 2.85925 -0.96459 -0.34204
H -1.43327 -0.45499 -1.79808
*
```

Here are the natural (NBO) charges for atoms 1 to 4, given in e:
1. Pd 1.320
2. O -1.057
3. H 0.419
4. C -0.113

=====

ORCA calculation (ωB97M-V/def2-TZVPD) on a 3-piece molecular cluster, C5H8O2 overall at a distorted geometry.

Values from the calculation:
LUMO energy, eV: 0.87
Energy relative to the best compared isomer or geometry (same formula, charge and spin), kJ/mol: 284.30

```
! wB97M-V def2-TZVPD RIJCOSX def2/J DEFGRID3
* xyz 0 1
C 0.22867 0.81007 -1.17730
C -0.93214 1.48498 -1.19243
C -1.82223 0.75712 0.80074
C 0.25614 -1.76779 0.77398
C 1.52274 -1.64215 1.12843
O 1.34460 1.21495 -0.54081
O -2.90923 0.44972 0.63644
H 1.13519 1.96847 0.03008
H 0.41473 -0.06375 -1.79191
H -1.73730 1.16706 -1.83103
H -1.00791 2.47047 -0.76234
H -0.43798 -0.92399 0.74474
H -0.21733 -2.74111 0.69586
H 2.15373 -2.50777 1.28664
H 2.00832 -0.67628 1.19893
*
```

Here are the natural (NBO) charges for atoms 1 to 4, given in e:
1. C 0.190
2. C -0.572
3. C 0.473
4. C -0.394

=====

ORCA calculation (ωB97M-V/def2-TZVPD) on a 2-piece molecular cluster, CF2IO3S overall at a distorted geometry.

Values from the calculation:
LUMO energy (spin up / spin down), eV: 2.55 / 2.56
Energy relative to the best compared isomer or geometry (same formula, charge and spin), kJ/mol: 231.23

```
! wB97M-V def2-TZVPD RIJCOSX def2/J DEFGRID3
* xyz -1 1
C 0.60136 1.32668 -0.27442
O -1.47824 -1.74113 -0.74071
O 0.46899 -2.55775 0.47368
O -1.11167 -1.04823 1.63971
F -0.67413 1.60719 -0.74853
F 0.74539 2.08121 0.89133
S -0.61880 -1.63966 0.45433
I 2.06712 1.97169 -1.69540
*
```

Here are the natural (NBO) charges for atoms 1 to 4, given in e:
1. C 0.180
2. O -0.872
3. O -0.879
4. O -0.862

=====

ORCA calculation (ωB97M-V/def2-TZVPD) on a 14-piece molecular cluster, C6H41N2O13 overall at a distorted geometry.

Values from the calculation:
LUMO energy, eV: -2.03
Energy relative to the best compared isomer or geometry (same formula, charge and spin), kJ/mol: 101.39

```
! wB97M-V def2-TZVPD RIJCOSX def2/J DEFGRID3
* xyz 1 1
C -0.34907 -1.09349 0.28077
N -1.68941 -1.71409 -0.00646
C -1.86140 -2.98174 0.72575
C -0.39738 0.39664 -0.10852
N 0.94731 0.87296 -0.67908
C 1.01257 2.37475 -0.40775
C -0.11680 2.69057 0.59604
C -0.64700 1.32887 1.08357
H 0.39487 -1.68287 -0.31334
H -0.09509 -1.23824 1.36657
H -2.47183 -1.05384 0.22805
H -2.86055 -3.39039 0.52879
H -1.11250 -3.71964 0.37376
H -1.78064 -2.86605 1.82420
H -1.19401 0.50973 -0.92295
H 1.02416 0.62309 -1.70511
H 1.74806 0.33869 -0.23804
H 1.97569 2.59467 -0.02565
H 0.94962 2.86389 -1.34545
H -0.89805 3.29575 0.13793
H 0.23634 3.31848 1.34914
H -0.14964 1.00998 2.02352
H -1.71151 1.34314 1.33614
H -2.20059 -0.64005 3.09374
H -1.90944 -1.47821 4.37924
O -1.60633 -1.29324 3.47838
H -4.57367 0.52139 0.60697
H -3.37985 1.03580 -0.28880
O -3.59373 0.46955 0.49536
H 2.09782 -1.94848 2.22641
H 3.41475 -2.63904 1.89152
O 2.76087 -2.07046 1.53052
H 1.39924 -3.09469 -3.58175
H 0.14738 -2.44538 -2.82227
O 1.08147 -2.35105 -2.97610
H 2.52981 1.05592 2.60766
H 1.84400 2.03649 3.56565
O 2.04609 1.11739 3.43911
H 0.12005 -1.35582 3.46681
H 1.32495 -0.44538 3.69590
O 1.06859 -1.39326 3.45419
H -2.49286 1.33752 -2.30306
H -3.69400 2.32847 -2.20676
O -3.00765 1.92390 -1.67550
H 2.72313 -1.71274 -0.24054
H 2.14285 -1.75595 -1.61004
O 2.53478 -1.22949 -1.00033
H -1.68687 -2.08621 -1.66483
H -2.23659 -2.85009 -2.95460
O -1.55207 -2.22092 -2.68102
H 1.12061 -0.71273 -3.41797
H 1.52430 0.57439 -4.23189
O 1.00829 0.26393 -3.49980
H -1.78041 -0.53925 -3.21371
H -0.76383 0.49159 -3.52058
O -1.69478 0.34864 -3.39970
H 2.00571 5.57486 0.19673
H 0.55968 5.54564 -0.20225
O 1.30613 5.00481 0.03171
H 4.13131 0.64622 0.85704
H 3.10893 -0.36961 1.27396
O 3.21820 0.53470 1.09872
*
```

Here are the natural (NBO) charges for atoms 1 to 4, given in e:
1. C -0.266
2. N -0.693
3. C -0.433
4. C -0.062

=====

ORCA calculation (ωB97M-V/def2-TZVPD) on C6H11NO2 as an isolated structure at a distorted geometry.

Values from the calculation:
LUMO energy, eV: 0.28
Energy relative to the best compared isomer or geometry (same formula, charge and spin), kJ/mol: 405.83

```
! wB97M-V def2-TZVPD RIJCOSX def2/J DEFGRID3
* xyz 0 1
C -1.76978 -0.42331 1.30749
C -1.20208 0.43033 0.19286
N -0.56629 -0.55886 -1.37832
O -1.87969 1.23952 -0.41805
H -0.94337 -0.16660 -2.23613
H -1.05684 -1.38396 -1.04548
H -2.51169 -1.10047 0.87374
H -2.26806 0.21814 2.03338
H -1.02304 -1.03615 1.81374
C 1.65459 -1.39543 -0.54928
C 0.91157 -0.27007 -1.23751
C 0.42215 0.92973 0.74053
C 0.74570 2.21434 0.58293
O 1.40149 0.40329 -2.12772
H 0.76877 0.40141 1.62586
H 2.63125 -1.02319 -0.24024
H 1.11398 -1.75378 0.32708
H 1.78990 -2.21633 -1.25858
H 0.40626 2.75046 -0.29975
H 1.37519 2.74092 1.29343
*
```

Here are the natural (NBO) charges for atoms 1 to 4, given in e:
1. C -0.716
2. C 0.615
3. N -0.823
4. O -0.658

=====

Copy entry 2 word for word.
ORCA calculation (ωB97M-V/def2-TZVPD) on C6H19O7Pd as an isolated structure at a distorted geometry.

Values from the calculation:
LUMO energy (spin up / spin down), eV: -2.58 / -3.41
Energy relative to the best compared isomer or geometry (same formula, charge and spin), kJ/mol: 123.85

```
! wB97M-V def2-TZVPD RIJCOSX def2/J DEFGRID3
* xyz 1 3
Pd 0.30023 0.07557 0.46733
O 0.96276 1.10358 2.19318
H 0.54099 1.93424 1.89881
C -1.33528 -1.52311 2.46759
C -0.52255 -2.52574 1.80407
O 0.67724 -1.90995 1.45353
O -1.70900 -0.51611 1.51155
H -0.82574 -1.10639 3.33639
H -2.25426 -1.98810 2.82448
H -0.94124 -2.91513 0.87608
H -0.16449 -3.29763 2.48531
H 1.42822 -2.43418 1.74131
H -2.43687 -0.08762 1.96785
C -0.99067 2.69860 -0.96345
C 0.47684 2.96604 -0.78169
O 1.10880 1.70517 -0.59617
O -1.41189 1.98047 0.16488
H -1.25269 2.03792 -1.78985
H -1.56566 3.62460 -0.96682
H 0.72911 3.50586 0.13104
H 0.85072 3.45521 -1.68114
H 2.02658 1.98634 -0.58172
H -2.29329 2.32529 0.32571
C 0.35770 -0.82981 -2.41615
C 1.53989 -1.68458 -1.71961
O 1.95840 -0.88047 -0.66298
O -0.57704 -0.58965 -1.38537
H -0.07063 -1.44215 -3.20968
H 0.55077 0.15209 -2.84825
H 2.21502 -1.75445 -2.57250
H 1.20205 -2.64634 -1.33362
H 2.85925 -0.96459 -0.34204
H -1.43327 -0.45499 -1.79808
*
```

Here are the natural (NBO) charges for atoms 1 to 4, given in e:
1. Pd 1.320
2. O -1.057
3. H 0.419
4. C -0.113

=====

- The lowest energy relative to the best compared isomer or geometry (same formula, charge and spin) belongs to which entry?
  C25H26O4

=====

- Among the records above, which one has the highest energy relative to the best compared isomer or geometry (same formula, charge and spin)?
  C6H11NO2